[1]
Molecular formula: C43H30IN5O2PScSe2
Method: DFT, ωB97M-V with the def2-TZVPD basis set

XYZ file:
```
85
Properties=species:S:1:pos:R:3:forces:R:3:mulliken_charge:R:1
Sc -0.51220 -0.11625 0.34357 0.38 -0.28 0.07 -0.261
C 0.97842 -1.01144 4.64140 0.03 0.03 -0.06 -1.191
C 0.75868 -0.38795 3.40248 -0.02 -0.04 0.04 0.322
N -0.27351 -0.65943 2.63503 -0.02 -0.04 -0.11 0.675
C -1.20698 -1.55359 3.07045 0.00 0.08 0.04 0.173
C -1.07836 -2.20635 4.30958 -0.08 -0.11 0.07 1.249
C 0.06772 -1.92568 5.08179 -0.02 -0.03 0.04 -0.830
C -2.09708 -3.08881 4.74899 0.00 0.04 -0.07 -0.970
C -3.20235 -3.24847 3.96720 0.04 0.03 -0.04 -1.026
C -3.34116 -2.59621 2.72232 -0.03 -0.06 0.06 -0.917
C -2.35455 -1.76269 2.22561 0.08 0.02 0.01 0.317
N -2.32887 -1.04245 1.06032 -0.01 0.12 -0.12 1.002
C -3.42020 -0.86172 0.23093 0.05 0.11 -0.03 0.341
C -4.46313 -1.71685 -0.05321 -0.05 -0.12 -0.02 -0.773
C -5.51615 -1.33849 -0.91603 0.06 0.02 0.03 -1.330
C -5.54711 -0.11551 -1.51641 0.06 0.01 0.02 -0.977
C -4.46399 0.77503 -1.30898 -0.11 -0.05 -0.07 1.425
C -4.36948 2.03326 -1.94283 -0.03 -0.01 -0.01 -0.760
C -3.27290 2.81914 -1.74113 0.03 -0.01 0.03 -1.139
C -2.24137 2.33810 -0.91591 -0.01 0.03 0.00 0.129
N -2.30341 1.17797 -0.30222 -0.05 0.05 -0.11 0.205
C -3.40974 0.39249 -0.46540 0.06 0.12 0.00 0.220
H 1.86030 -0.76103 5.21384 0.00 0.01 0.00 0.493
H 1.45911 0.34427 3.02830 0.02 0.01 0.02 0.068
H 0.19829 -2.43382 6.03013 0.00 0.00 0.00 0.442
H -1.99530 -3.59773 5.69840 0.02 0.00 0.00 0.421
H -4.00378 -3.89670 4.29923 -0.01 0.00 -0.01 0.411
H -4.25504 -2.75077 2.17678 0.00 0.00 0.02 0.428
H -4.46287 -2.72331 0.33408 -0.02 0.02 -0.01 0.391
H -6.31066 -2.05013 -1.10093 0.00 0.00 0.00 0.363
H -6.35778 0.17546 -2.17166 -0.01 0.00 0.00 0.414
H -5.17287 2.35565 -2.59496 0.00 -0.01 0.00 0.432
H -3.16882 3.78411 -2.21641 0.00 0.00 0.00 0.450
H -1.32966 2.90449 -0.77255 -0.01 0.01 -0.01 0.308
Se 2.37940 -0.41952 0.27640 -0.06 0.18 -0.06 -0.474
P 2.35689 1.71628 0.62729 0.19 -0.05 -0.10 -0.165
Se 0.43064 2.39957 1.31983 -0.11 0.05 0.11 -0.502
C 2.91082 2.65476 -0.83416 -0.08 -0.03 0.02 0.948
C 2.53671 3.98553 -0.97639 -0.01 0.03 0.02 -0.359
C 2.98683 4.72077 -2.06234 0.01 -0.03 -0.02 -0.738
C 3.80818 4.12567 -3.01069 -0.01 0.00 0.02 -0.448
C 4.17834 2.79555 -2.86946 0.01 -0.01 -0.02 -0.735
C 3.73034 2.05858 -1.78303 0.00 -0.03 0.01 -0.320
C 3.62796 2.15062 1.85973 -0.01 -0.03 0.04 0.989
C 3.48086 3.28780 2.64837 -0.01 0.00 0.00 -0.363
C 4.48512 3.65366 3.53162 0.01 0.00 0.01 -0.683
C 5.63646 2.88509 3.63391 0.00 0.01 0.01 -0.439
C 5.78256 1.74706 2.85373 -0.01 0.00 -0.01 -0.683
C 4.78029 1.37811 1.96841 0.00 0.02 0.00 -0.475
H 1.87367 4.43669 -0.24795 0.00 0.01 -0.01 0.393
H 2.69135 5.75619 -2.17352 -0.01 0.00 0.01 0.413
H 4.15521 4.69801 -3.86166 0.00 0.00 0.00 0.392
H 4.81287 2.32633 -3.61067 0.00 0.00 0.00 0.425
H 3.99350 1.01271 -1.68221 0.00 0.00 -0.01 0.394
H 2.57299 3.87490 2.58207 0.00 0.00 0.00 0.323
H 4.36595 4.53699 4.14567 0.00 0.00 0.00 0.406
H 6.41708 3.16977 4.32772 0.00 0.00 0.00 0.384
H 6.67597 1.14191 2.93795 0.00 0.00 0.00 0.410
H 4.88176 0.48233 1.36839 0.01 -0.01 0.00 0.359
I 2.03306 -5.19569 3.23510 -0.02 0.00 -0.02 0.062
C 0.79731 -4.50630 1.70633 0.04 -0.02 0.04 -0.663
C -0.05695 -5.35916 1.02981 -0.03 0.06 -0.05 -0.157
C -0.87434 -4.80969 0.05506 0.02 -0.04 0.04 -1.245
C -0.82041 -3.44757 -0.18978 0.00 -0.01 0.00 -0.110
N 0.01673 -2.63174 0.45726 -0.14 0.13 0.09 0.818
C 0.81295 -3.15950 1.38704 0.04 -0.02 0.00 -0.374
H -0.08911 -6.41531 1.26031 0.00 0.00 0.01 0.434
H -1.56546 -5.42428 -0.50497 0.00 0.00 0.00 0.504
H -1.48258 -2.99723 -0.91724 0.02 0.02 -0.02 0.244
H 1.47599 -2.47832 1.90534 0.01 -0.01 -0.03 0.574
O 0.47676 1.22034 -1.71472 -0.26 -0.16 -0.06 -0.077
C -0.08329 0.37175 -2.41082 0.08 0.23 0.15 0.027
N -0.77705 -0.65355 -1.85604 -0.15 -0.26 0.02 0.887
C -1.43899 -1.33779 -2.86734 0.12 0.10 -0.02 0.071
O -2.21882 -2.25574 -2.73782 -0.02 -0.04 0.03 -0.733
C -1.03276 -0.71874 -4.18310 -0.05 -0.04 0.01 -0.152
C -1.37508 -1.03435 -5.47953 0.00 0.00 -0.03 -0.426
C -0.82029 -0.25323 -6.49251 0.00 0.00 0.02 -0.556
C 0.03889 0.80368 -6.20058 0.00 -0.01 0.03 -0.569
C 0.37083 1.11768 -4.88382 0.01 0.01 -0.04 -0.413
C -0.18319 0.33169 -3.89703 0.02 0.03 0.06 -0.038
H -2.04670 -1.85491 -5.69528 0.00 0.00 0.00 0.522
H -1.06035 -0.47055 -7.52537 0.01 0.01 0.00 0.404
H 0.45362 1.39022 -7.01020 -0.01 -0.01 -0.01 0.425
H 1.03431 1.93829 -4.64091 0.00 -0.01 0.00 0.584
```
Positions in Å, forces in eV/Å.

gap between HOMO and LUMO	7.0667	eV
HOMO level	-0.25862	hartree
total charge	0
energy above the lowest of the compared OMol25 structures with the same formula, charge and spin	0.000	eV
E	-225414.795	eV



[2]
Molecular formula: C43H30MnN8O2P
Method: DFT, ωB97M-V with the def2-TZVPD basis set

XYZ file:
```
85
Properties=species:S:1:pos:R:3:forces:R:3:lowdin_spin:R:1
Mn 0.20440 -0.03598 -0.04833 -0.24 -0.08 -0.04 3.972
C -2.26129 -2.63426 -3.01448 -0.02 -0.04 -0.05 0.002
C -1.31580 -1.74559 -2.52670 -0.03 0.02 0.04 0.006
N -1.00609 -1.69707 -1.23295 -0.17 0.08 -0.12 0.047
C -1.60971 -2.57961 -0.43047 0.14 -0.04 0.11 0.004
C -2.57938 -3.44393 -0.93189 0.00 -0.05 0.01 0.001
N -2.91274 -3.46764 -2.21374 0.06 0.06 0.01 0.000
C -1.13944 -2.60085 0.97840 -0.02 0.01 -0.11 0.004
C -1.63120 -3.48704 1.91737 -0.06 0.04 0.01 0.000
C -1.15670 -3.45399 3.22753 -0.02 -0.03 0.04 0.002
C -0.19948 -2.48534 3.52288 0.05 -0.06 -0.02 0.000
C 0.24902 -1.62832 2.53599 0.10 0.14 0.02 0.004
N -0.19195 -1.70447 1.27388 0.09 -0.08 0.13 0.015
C 1.23555 -0.54711 2.80545 -0.10 -0.13 -0.10 0.004
C 1.74500 -0.26735 4.06879 0.02 -0.03 0.05 0.001
N 2.61509 0.70918 4.28392 -0.03 0.00 -0.11 0.000
C 2.98812 1.42047 3.22860 0.05 0.04 0.07 0.002
C 2.49273 1.16121 1.95966 -0.07 -0.08 0.00 0.006
N 1.61738 0.17919 1.74918 0.09 0.25 0.04 0.046
C -1.65438 -4.39780 4.25770 0.01 0.02 -0.01 0.000
C -1.47612 -4.15061 5.61573 -0.05 0.02 -0.05 0.001
C -1.96336 -5.06501 6.53613 -0.04 -0.08 0.18 0.000
N -2.59678 -6.18784 6.20721 0.10 0.19 -0.22 0.001
C -2.76039 -6.41958 4.90709 -0.08 -0.16 0.10 0.000
C -2.31886 -5.56938 3.90623 0.07 0.01 0.00 0.001
H -2.49814 -2.66406 -4.07078 -0.02 -0.01 0.01 0.000
H -0.81277 -1.06248 -3.19598 -0.01 0.03 0.02 0.001
H -3.10293 -4.13638 -0.28687 -0.01 -0.01 -0.01 0.000
H -2.39696 -4.19318 1.64041 -0.02 0.01 0.01 0.000
H 0.20841 -2.41563 4.51790 0.00 -0.02 0.01 0.000
H 1.44441 -0.83936 4.93589 0.01 0.02 0.01 0.000
H 3.69673 2.22331 3.38863 0.00 -0.01 0.02 0.000
H 2.79822 1.75380 1.10817 -0.01 -0.01 0.05 0.001
H -0.99548 -3.25624 5.98591 -0.01 0.02 -0.02 0.000
H -1.83828 -4.87886 7.59648 0.00 -0.01 -0.01 0.000
H -3.27081 -7.33916 4.64540 0.00 0.00 0.01 0.000
H -2.47927 -5.86116 2.87781 0.02 0.02 -0.01 0.000
O -1.45189 2.13224 2.71044 -0.06 0.12 0.02 0.001
C -1.48921 1.93609 1.52958 0.31 -0.42 -0.09 0.011
O -1.02428 0.78300 1.01175 -0.31 0.20 0.00 0.036
C -2.10811 2.86353 0.54211 -0.03 0.04 -0.04 0.000
C -3.11273 3.70760 0.99070 -0.02 0.00 -0.01 0.002
C -3.75928 4.55602 0.10274 -0.01 0.00 0.02 -0.003
C -3.39139 4.57444 -1.23350 0.04 -0.04 -0.02 0.000
C -2.36727 3.75268 -1.68751 -0.08 0.10 0.05 -0.005
C -1.72415 2.88775 -0.80436 -0.05 0.05 0.03 -0.010
P -0.23911 2.03847 -1.35323 0.24 -0.30 0.07 -0.103
C -0.38992 1.89547 -3.14515 0.13 0.08 -0.07 -0.016
C 0.61217 2.36955 -3.99326 -0.01 -0.05 -0.02 -0.011
C 0.46285 2.25847 -5.36932 -0.01 -0.01 0.02 0.000
C -0.68378 1.68584 -5.90070 -0.01 0.00 -0.01 -0.011
C -1.69207 1.22794 -5.05956 0.01 0.00 0.00 0.001
C -1.54741 1.32997 -3.68603 -0.05 0.00 -0.01 -0.009
C 1.14794 3.13613 -0.99020 -0.05 0.20 -0.02 -0.007
C 2.46268 2.67681 -1.08958 0.05 -0.01 -0.15 0.000
C 3.52481 3.54184 -0.88276 -0.01 0.04 0.00 0.000
C 3.28239 4.87189 -0.55911 0.00 -0.01 0.00 -0.003
C 1.97938 5.33324 -0.44834 0.00 -0.01 0.01 0.000
C 0.91208 4.47324 -0.66613 0.04 -0.02 0.07 -0.005
H -3.38272 3.67859 2.03768 0.00 0.01 0.00 0.000
H -4.55030 5.20413 0.45481 0.00 0.00 0.01 0.000
H -3.88918 5.23806 -1.92738 -0.01 0.00 0.00 0.000
H -2.06844 3.81010 -2.72517 0.02 -0.02 0.00 0.000
H 1.49820 2.84035 -3.58804 0.01 0.01 0.01 0.000
H 1.23464 2.63696 -6.02587 0.00 0.00 0.00 0.000
H -0.80280 1.61209 -6.97340 0.00 0.00 0.00 -0.001
H -2.59698 0.80691 -5.47730 0.00 0.00 0.00 0.000
H -2.35255 1.00125 -3.03803 0.02 0.00 0.02 0.000
H 2.67278 1.64612 -1.35035 -0.04 -0.03 0.00 0.000
H 4.54125 3.18239 -0.97458 0.00 -0.01 0.00 0.000
H 4.11062 5.54793 -0.39464 0.00 0.00 0.00 0.000
H 1.78935 6.36732 -0.19502 0.00 0.00 0.00 0.000
H -0.09826 4.84811 -0.57562 -0.01 0.00 -0.01 0.000
N 5.53369 -3.40101 0.28832 -0.03 -0.01 0.02 -0.001
C 4.77635 -2.82885 -0.35638 0.01 0.05 -0.07 0.000
C 3.83066 -2.09269 -1.15057 -0.02 -0.05 0.14 -0.001
C 3.99347 -1.91940 -2.51921 0.06 -0.03 -0.06 0.006
C 3.03024 -1.20574 -3.21134 -0.06 0.02 0.01 -0.001
C 1.95560 -0.68190 -2.51933 -0.01 -0.05 -0.01 0.006
N 1.80263 -0.83284 -1.19332 0.11 0.10 0.11 -0.006
C 2.72325 -1.53737 -0.52551 -0.07 -0.06 -0.08 0.007
H 4.85283 -2.34138 -3.02316 0.00 0.00 -0.01 0.000
H 3.10544 -1.05265 -4.27837 0.01 0.00 0.00 0.000
H 1.19191 -0.11796 -3.03738 0.02 0.05 0.01 0.001
H 2.56788 -1.67264 0.53441 0.05 0.02 0.00 0.000
```
Positions in Å, forces in eV/Å.

gap between HOMO and LUMO (spin up / spin down)	6.4758 / 7.4579	eV
HOMO level (spin up / spin down)	-0.51105 / -0.51103	hartree
total charge	+2
energy above the lowest of the compared OMol25 structures with the same formula, charge and spin	0.594	eV
multiplicity	5
E	-101691.318	eV